No. 1
The following is a DFT calculation (wB97M-V/def2-TZVPD) of 2 unconnected molecules or ions with the total composition C3H5ClS at a distorted geometry.

Its energy above the lowest of the compared OMol25 structures with the same formula, charge and spin is 88.9 kcal/mol. The highest occupied orbital energy is -8.14 eV. As for the charge: 0.

Each line ends with the natural charge from an NBO analysis.
Cartesian coordinates (Å):
H -1.458 -1.084 -0.757  0.19
H -2.445 0.541 -0.702  0.20
H 0.777 -1.386 1.590  0.23
C 1.072 -0.720 0.749  -0.37
H 0.018 1.096 1.516  0.21
H -0.870 0.321 -1.687  0.18
Cl 1.650 1.821 -0.087  0.04
C -1.491 -0.039 -0.932  -0.41
C 0.626 0.690 0.753  -0.23
S 2.120 -1.240 -0.444  -0.03

---

No. 2
The following is a DFT calculation (wB97M-V/def2-TZVPD) of 2 unconnected molecules or ions with the total composition C3H5ClSi at a distorted geometry.

Its energy above the lowest of the compared OMol25 structures with the same formula, charge and spin is 92.8 kcal/mol. The highest occupied orbital energy is -8.62 eV. As for the charge: 0.

Each line ends with the natural charge from an NBO analysis.
Cartesian coordinates (Å):
C -3.825 1.105 0.262  -0.24
H -3.432 -0.706 -0.894  0.23
Si 1.032 -0.811 0.217  0.81
H -4.140 2.009 0.824  0.24
Cl 3.151 1.203 0.094  -0.04
H 1.403 -0.653 1.603  -0.30
H 3.410 -1.187 0.277  0.23
C -3.604 0.250 -0.544  -0.24
C 2.839 -0.494 -0.352  -0.93
H 3.167 -0.715 -1.487  0.24

---

No. 3
The following is a DFT calculation (wB97M-V/def2-TZVPD) of a molecular structure, C3H5CoO4 at a distorted geometry.

Its energy above the lowest of the compared OMol25 structures with the same formula, charge and spin is 5.5 kcal/mol. The spin multiplicity is 5. The expectation value of S² is 6.0181. The highest occupied orbital energy (alpha / beta) is -9.14 / -9.19 eV. As for the charge: 0.

Each line ends with the natural charge from an NBO analysis.
Cartesian coordinates (Å):
Co 1.414 0.281 -0.957  1.46
O 3.508 2.952 -0.066  -0.13
O 1.528 1.883 0.070  -0.74
H -1.733 -2.606 0.491  0.21
H -2.755 -1.355 1.264  0.21
C -1.746 -1.587 0.901  -0.64
H -1.048 -1.538 1.750  0.21
O 3.028 1.175 -1.368  -0.77
C 2.740 2.060 -0.439  0.88
H -2.074 -0.508 -1.004  0.15
H -1.380 0.545 0.221  0.13
O -0.134 -0.715 -0.714  -0.92
C -1.347 -0.584 -0.148  -0.03

---

No. 4
The following is a DFT calculation (wB97M-V/def2-TZVPD) of a molecular structure, C3H5CuLiO3 at a distorted geometry.

Its energy above the lowest of the compared OMol25 structures with the same formula, charge and spin is 0.0 kcal/mol. The highest occupied orbital energy is -13.66 eV. As for the charge: +1.

Each line ends with the natural charge from an NBO analysis.
Cartesian coordinates (Å):
O -2.153 0.735 -1.193  -0.89
H 1.878 1.166 -0.206  0.21
H 0.788 -1.484 0.071  0.20
O -0.181 0.330 -0.371  -0.62
C -1.485 -0.005 -0.400  0.97
Li -0.620 1.645 -1.931  0.97
C 0.746 -0.469 0.483  -0.07
O -1.970 -0.947 0.232  -0.77
Cu -4.607 -0.915 -0.116  0.96
H 2.865 -0.403 0.053  0.24
H 0.347 -0.493 1.504  0.21
H 2.326 0.596 1.440  0.23
C 2.065 0.245 0.433  -0.64

---

No. 5
The following is a DFT calculation (wB97M-V/def2-TZVPD) of a molecular structure, C3H5CuO3 at a distorted geometry.

Its energy above the lowest of the compared OMol25 structures with the same formula, charge and spin is 66.0 kcal/mol. The spin multiplicity is 3. The expectation value of S² is 2.0153. The highest occupied orbital energy (alpha / beta) is -20.44 / -20.45 eV. As for the charge: +2.

Each line ends with the Löwdin charge.
Cartesian coordinates (Å):
C -1.484 -0.253 -1.480  0.13
C 0.684 0.019 -0.706  0.02
H 2.534 0.351 0.121  0.17
H -3.116 0.421 -0.798  0.19
O -0.364 -0.723 -0.782  0.04
Cu -1.498 -0.171 1.526  0.90
H 1.665 -1.211 0.533  0.18
H 0.809 0.779 -1.489  0.20
O 0.226 0.162 1.964  -0.05
C 1.568 -0.100 0.418  0.03
H 1.214 0.608 1.193  0.08
O -2.237 0.118 -0.498  0.11

---

No. 6
The following is a DFT calculation (wB97M-V/def2-TZVPD) of a molecular structure, C3H5EuO3 at a distorted geometry.

Its energy above the lowest of the compared OMol25 structures with the same formula, charge and spin is 4.6 kcal/mol. The spin multiplicity is 9. The expectation value of S² is 20.0072. The highest occupied orbital energy (alpha / beta) is -13.26 / -20.77 eV. As for the charge: +2.

Each line ends with the natural charge from an NBO analysis.
Cartesian coordinates (Å):
H -1.059 0.633 -1.400  0.53
O -0.401 0.000 -1.073  -0.79
Eu 0.398 -1.798 -3.268  1.02
H 1.192 -1.332 0.740  0.25
C -0.753 -0.544 0.210  -0.15
H -1.211 -1.536 0.161  0.25
H -1.497 0.089 0.712  0.23
H 0.362 -0.374 2.092  0.27
O 0.470 2.867 0.089  -0.26
C 0.516 -0.519 1.019  -0.05
O 1.250 0.759 0.595  -0.40
C 0.733 1.756 0.123  1.10